No. 1
Here is 3 unconnected molecules or ions with the total composition C19H29BClF7N3O6 from the Open Molecules 2025 dataset. Energies are from ωB97M-V/def2-TZVPD.

Values from the calculation:
* net charge: +1
* DFT total energy: -2541.0750 Eh

Last column: Löwdin charge in e.
CARTESIAN COORDINATES (ANGSTROEM)
1 H -2.062 -3.254 -2.360  0.103
2 C -8.593 5.390 2.437  -0.058
3 O 3.099 -2.405 1.280  0.149
4 N 0.879 0.514 -1.318  0.115
5 C -8.018 2.473 3.146  -0.408
6 H 6.587 0.111 -1.673  0.101
7 H -2.687 0.072 1.512  0.121
8 O -8.666 3.386 3.841  0.043
9 O -7.057 2.633 2.451  0.154
10 H -2.522 -3.731 -0.352  0.117
11 H -8.626 5.263 4.583  0.127
12 H 7.709 2.260 -1.030  0.080
13 H 0.063 -3.487 0.941  0.112
14 H -1.389 -2.578 1.224  0.130
15 F 8.424 -3.232 -3.722  0.166
16 C -1.458 -3.787 -0.571  -0.213
17 B 2.332 -2.660 0.153  -0.579
18 C 8.289 1.425 -1.420  -0.051
19 H -8.148 4.883 1.582  0.076
20 C -2.429 -0.623 -0.523  -0.139
21 H -5.033 0.051 0.550  0.080
22 H 2.914 1.982 -0.497  0.123
23 C 9.248 -2.621 -2.858  -0.555
24 C -0.940 -0.622 -0.651  -0.182
25 N -0.438 0.444 -1.224  0.188
26 H 6.982 1.084 -3.090  0.126
27 Cl -4.641 1.502 -1.275  0.591
28 H -9.676 5.353 2.321  0.087
29 H 8.719 0.884 -0.579  0.081
30 C 7.407 0.526 -2.258  -0.205
31 H -8.273 6.432 2.423  0.085
32 H 2.593 -2.514 2.092  0.119
33 C -8.662 1.092 3.376  -0.553
34 H -7.099 4.750 3.875  0.125
35 H -2.257 1.325 0.366  0.105
36 O 8.168 -1.678 -0.916  0.170
37 H 1.798 -4.463 -0.688  0.094
38 H 9.112 1.813 -2.020  0.088
39 C -0.697 -2.889 0.442  -0.087
40 F -9.984 1.141 3.215  0.178
41 H 3.498 -0.515 -2.054  0.151
42 H 3.410 -4.284 -0.344  0.100
43 C -0.095 -1.669 -0.190  -0.066
44 O -1.228 -3.339 -1.894  -0.041
45 F 9.750 -3.532 -2.038  0.182
46 C 8.464 -1.556 -2.066  -0.402
47 C -4.325 0.849 0.353  -0.568
48 C 3.644 1.376 -1.035  -0.186
49 H 1.214 1.353 -1.773  0.178
50 C -2.876 0.441 0.505  -0.248
51 F 10.246 -2.067 -3.549  0.176
52 N 2.570 -3.809 -0.657  0.224
53 H -2.774 -1.587 -0.169  0.102
54 C 1.282 -1.552 -0.309  0.061
55 O 8.152 -0.547 -2.865  0.037
56 F -8.164 0.203 2.519  0.164
57 C 1.769 -0.370 -0.899  -0.123
58 H -2.866 -0.389 -1.488  0.097
59 H 3.781 1.792 -2.032  0.128
60 F 4.852 1.456 -0.386  -0.020
61 H -4.544 1.642 1.061  0.069
62 H 3.799 -0.613 -0.307  0.126
63 C 3.229 -0.104 -1.079  -0.054
64 C -8.179 4.742 3.740  -0.186
65 H -1.173 -4.830 -0.449  0.121
66 F -8.400 0.669 4.619  0.170

---

No. 2
Here is a molecular structure, C28H43IN9NiOSb from the Open Molecules 2025 dataset. Energies are from ωB97M-V/def2-TZVPD.

Values from the calculation:
* net charge: -2
* DFT total energy: -3706.9745 Eh

Last column: Löwdin charge in e.
CARTESIAN COORDINATES (ANGSTROEM)
1 C -2.415 4.921 0.251  -0.293
2 N -0.558 2.080 1.065  0.160
3 N 1.861 -0.097 0.481  0.123
4 C 0.971 -4.254 -3.171  -0.129
5 C 3.503 3.887 -1.625  -0.085
6 N 1.450 2.060 -1.131  0.079
7 C -1.358 -0.432 2.774  -0.602
8 H -0.777 0.373 -4.281  0.076
9 H 1.514 -4.544 1.240  0.050
10 C -1.708 5.041 2.551  -0.286
11 C 2.507 -3.081 -1.580  -0.126
12 H 6.357 -0.517 1.125  0.067
13 C -2.835 1.230 -0.799  -0.125
14 H -1.212 -6.126 1.873  0.074
15 C 2.141 -1.159 1.336  -0.527
16 C -0.658 -6.279 -0.780  -0.132
17 H -3.235 -5.065 -1.318  0.053
18 N 4.200 0.380 0.434  0.129
19 H 5.776 -1.754 2.126  0.069
20 C -1.488 0.976 -1.432  -0.290
21 C -2.461 -3.081 -1.733  -0.681
22 C -0.560 1.211 -3.611  -0.126
23 C -1.099 3.098 1.188  -0.179
24 H 1.270 -5.182 -2.679  0.051
25 C 1.138 -5.388 0.659  -0.147
26 H -0.954 -4.380 2.084  0.062
27 I -1.753 -1.394 4.647  0.549
28 H 1.907 -1.591 -3.623  0.083
29 C 1.214 3.235 -1.717  -0.124
30 N -1.707 5.645 3.539  0.077
31 H 0.902 -0.914 -2.325  0.020
32 C 3.750 2.713 -0.954  -0.024
33 H -2.979 -1.509 -0.348  0.031
34 C -1.739 4.333 1.337  -0.300
35 C -0.286 -5.142 0.167  -0.697
36 H -0.059 -4.360 -3.520  0.059
37 C 2.704 1.819 -0.702  -0.184
38 H 0.359 1.013 -3.062  0.044
39 C -3.391 -2.458 -0.695  -0.171
40 H -3.973 -4.276 -2.713  0.073
41 H 4.735 2.442 -0.602  0.094
42 H 3.287 -3.079 -2.355  0.080
43 H -3.086 2.296 -0.874  0.061
44 N -2.982 5.429 -0.623  0.085
45 H -0.053 -6.275 -1.687  0.047
46 H 1.602 -2.620 2.374  0.032
47 H -1.704 -6.245 -1.072  0.037
48 H 0.180 3.429 -1.988  0.114
49 C 2.187 4.169 -1.996  -0.065
50 H -1.899 -1.213 -2.663  0.035
51 H 1.931 5.091 -2.500  0.096
52 N 5.654 -0.815 1.781  0.099
53 N 3.422 -1.370 1.812  0.139
54 H -3.383 -1.919 -3.321  0.081
55 H 1.815 -5.557 -0.179  0.053
56 H 2.651 -2.195 -0.963  0.054
57 H -1.815 -2.615 -3.755  0.062
58 H -2.843 0.942 0.249  0.042
59 N 1.201 -1.982 1.693  -0.002
60 H -4.385 -2.267 -1.124  0.078
61 H -2.339 -4.951 -2.848  0.061
62 C 1.128 -3.061 -2.233  -0.686
63 H 0.144 -1.766 -3.680  0.046
64 C -3.022 -4.425 -2.177  -0.144
65 H 2.661 -3.956 -0.950  0.046
66 C -1.235 -5.152 1.363  -0.157
67 O -1.638 1.395 -2.719  -0.190
68 C 1.006 -1.759 -3.013  -0.163
69 C 4.357 -0.601 1.320  -0.517
70 C -2.378 -2.154 -2.938  -0.145
71 H -2.273 -0.502 2.195  -0.023
72 Ni 0.082 0.642 -0.362  0.138
73 H -1.106 0.600 2.977  -0.031
74 H 1.168 -6.287 1.293  0.074
75 H 1.616 -4.127 -4.053  0.075
76 H 4.297 4.592 -1.842  0.093
77 H -0.452 2.117 -4.211  0.080
78 H -0.487 -7.243 -0.274  0.074
79 H -0.537 -0.966 2.299  -0.070
80 Sb -0.436 -2.981 -0.581  1.630
81 H -3.609 0.680 -1.344  0.066
82 H -2.265 -4.959 1.050  0.055
83 C 2.920 0.624 0.105  -0.293
84 H -3.516 -3.111 0.175  0.060

---

No. 3
Here is a single C16H29Br2NO4 molecule from the Open Molecules 2025 dataset. Energies are from ωB97M-V/def2-TZVPD.

Values from the calculation:
* SMILES string: CCOCCCCC[C@@]1([C@@H](Br)[C@@H](C)Br)OC(=O)[C@@H](CNC)[C@H]1O
* DFT total energy: -6130.7534 Eh

Last column: Löwdin charge in e.
CARTESIAN COORDINATES (ANGSTROEM)
1 Br -5.070 -1.821 0.446  0.775
2 C -1.575 3.965 -0.274  -0.113
3 H -4.034 0.490 0.656  0.094
4 H -2.850 -2.799 0.462  0.089
5 H -3.078 0.693 -1.493  0.015
6 H -0.383 -1.119 1.393  0.133
7 C 3.480 -0.558 -0.628  -0.223
8 O -2.889 1.322 -0.789  -0.014
9 O 4.721 -0.815 0.001  -0.156
10 C 5.826 -0.121 -0.548  -0.291
11 H 0.073 3.216 0.672  0.096
12 C 2.339 -0.654 0.393  -0.155
13 H 0.388 -0.882 -1.309  0.111
14 H -0.697 2.271 2.460  0.118
15 H 1.894 -1.650 0.313  0.108
16 C -3.174 -1.869 0.001  -0.629
17 H -3.491 1.951 2.076  0.158
18 C -2.973 0.679 0.460  -0.276
19 H -2.543 4.177 0.183  0.080
20 H -1.969 -1.367 -1.717  0.062
21 H -2.080 -3.977 -1.127  0.079
22 C 1.220 0.383 0.172  -0.204
23 H -1.780 3.624 -1.291  0.065
24 H 3.477 0.435 -1.089  0.112
25 H -1.943 3.458 2.208  0.116
26 H -3.437 -3.944 -2.258  0.070
27 C -2.841 -1.982 -1.512  -0.743
28 C -2.360 0.349 2.692  -0.423
29 Br -4.171 -1.248 -2.740  0.737
30 H 2.764 -0.577 1.394  0.117
31 C -2.574 1.484 1.708  -0.105
32 C -2.379 -0.736 0.669  -0.384
33 H -1.821 -3.420 -2.771  0.083
34 H 7.267 -1.135 0.700  0.076
35 H 7.941 -0.359 -0.732  0.074
36 N -0.872 2.922 0.480  -0.110
37 H 5.937 0.848 -0.045  0.119
38 H -0.991 4.884 -0.335  0.076
39 C -2.536 -3.419 -1.947  -0.133
40 H -0.584 0.554 -1.045  0.096
41 C 7.090 -0.933 -0.356  -0.080
42 C -1.477 2.572 1.757  -0.164
43 C -0.868 -1.072 0.416  -0.073
44 H 1.586 1.241 -0.394  0.102
45 H 7.046 -1.874 -0.907  0.076
46 H 5.671 0.075 -1.615  0.114
47 O -2.079 0.442 3.867  0.134
48 H 0.900 0.758 1.148  0.097
49 C -0.006 -0.212 -0.535  -0.179
50 O -2.588 -0.852 2.103  0.038
51 H 3.329 -1.298 -1.423  0.124
52 H -0.836 -2.100 0.048  0.108